[1]
Computed, not measured: 12 unconnected molecules or ions with the total composition C22H66BF4O11 at a distorted geometry, with ωB97M-V/def2-TZVPD.

Values from the calculation:
Kohn-Sham gap (alpha / beta)	0.3154 / 0.0831	hartree
E_HOMO (alpha / beta)	-8.946 / -8.946	eV
LUMO (alpha / beta)	-0.4 / -6.7	eV
2S+1	2

Positions of all 104 atoms, in Å:
B1 -0.158 -0.298 0.184
F1 -0.572 -0.208 1.497
F2 -0.841 -1.264 -0.419
F3 -0.260 0.891 -0.523
F4 1.117 -0.783 0.231
C1 -1.678 5.178 -0.543
C2 -1.695 3.822 0.219
O1 -2.289 4.068 1.485
H1 -1.010 5.903 -0.079
H2 -2.658 5.656 -0.544
H3 -1.345 5.063 -1.574
H4 -0.740 3.349 0.449
H5 -2.315 3.093 -0.304
H6 -2.070 3.356 2.091
C3 -0.577 1.578 -4.486
C4 -1.647 0.757 -3.802
O2 -1.912 1.297 -2.546
H7 -0.766 2.651 -4.469
H8 -0.408 1.341 -5.536
H9 0.400 1.468 -4.015
H10 -1.396 -0.301 -3.725
H11 -2.555 0.885 -4.390
H12 -1.208 1.076 -1.932
C5 2.423 -0.882 -3.253
C6 2.610 -2.213 -2.610
O3 3.605 -2.932 -3.300
H13 2.124 -1.119 -4.274
H14 3.347 -0.304 -3.280
H15 1.663 -0.296 -2.737
H16 1.656 -2.735 -2.536
H17 2.885 -2.108 -1.561
H18 3.245 -3.260 -4.128
C7 4.938 -0.172 -0.416
C8 4.734 -1.108 0.775
O4 4.846 -0.437 2.009
H19 4.242 0.664 -0.348
H20 4.743 -0.668 -1.367
H21 5.965 0.192 -0.456
H22 5.527 -1.852 0.689
H23 3.750 -1.566 0.683
H24 4.156 0.229 2.059
C9 -1.778 -5.451 -2.322
C10 -1.382 -3.987 -2.152
O5 -1.566 -3.751 -0.767
H25 -2.822 -5.647 -2.078
H26 -1.095 -6.080 -1.751
H27 -1.725 -5.622 -3.398
H28 -2.080 -3.328 -2.669
H29 -0.395 -3.816 -2.582
H30 -1.239 -2.869 -0.572
C11 -3.603 -1.448 2.831
C12 -2.490 -2.403 2.606
O6 -2.818 -3.694 3.050
H31 -3.402 -0.440 2.468
H32 -3.807 -1.272 3.887
H33 -4.489 -1.887 2.373
H34 -1.638 -2.018 3.166
H35 -2.242 -2.431 1.545
H36 -3.102 -3.620 3.964
C13 1.251 -4.066 3.549
C14 1.439 -2.779 2.786
O7 0.830 -2.990 1.523
H37 0.188 -4.288 3.642
H38 1.597 -3.964 4.577
H39 1.635 -4.947 3.034
H40 2.478 -2.526 2.574
H41 1.016 -1.920 3.307
H42 0.777 -2.210 0.965
C15 -5.157 -1.731 -0.647
C16 -3.861 -0.881 -0.899
O8 -4.133 -0.050 -2.010
H43 -5.976 -1.104 -0.296
H44 -4.920 -2.405 0.176
H45 -5.496 -2.381 -1.453
H46 -3.058 -1.553 -1.198
H47 -3.498 -0.286 -0.060
H48 -3.337 0.440 -2.229
C17 -1.425 0.700 4.827
C18 -1.035 1.971 4.111
O9 -1.580 1.901 2.781
H49 -1.103 0.799 5.864
H50 -0.923 -0.189 4.447
H51 -2.489 0.496 4.710
H52 0.052 2.048 4.159
H53 -1.394 2.805 4.714
H54 -1.204 1.158 2.304
C19 1.517 3.605 -1.840
C20 1.729 4.479 -3.102
O10 2.134 5.773 -2.780
H55 0.667 3.938 -1.244
H56 2.395 3.686 -1.200
H57 1.355 2.555 -2.086
H58 0.777 4.487 -3.633
H59 2.415 4.038 -3.825
H60 2.168 6.283 -3.593
C21 3.692 2.869 2.178
C22 2.393 2.297 1.740
O11 2.405 0.953 2.056
H61 3.848 2.531 3.203
H62 3.726 3.956 2.118
H63 4.517 2.593 1.522
H64 2.153 2.347 0.678
H65 1.521 2.731 2.229
H66 1.708 0.584 1.508

***

[2]
Computed, not measured: 14 unconnected molecules or ions with the total composition C42H68O42 at a distorted geometry, with ωB97M-V/def2-TZVPD.

Values from the calculation:
Kohn-Sham gap (alpha / beta)	0.3654 / 0.0981	hartree
E_HOMO (alpha / beta)	-11.816 / -11.816	eV
LUMO (alpha / beta)	-1.9 / -9.1	eV
net charge	+1
2S+1	2

Positions of all 152 atoms, in Å:
C1 -0.179 0.970 5.848
C2 -0.262 2.496 6.108
O1 0.317 2.643 7.337
C3 0.913 1.594 7.732
O2 1.528 1.448 8.831
O3 0.772 0.593 6.835
H1 0.187 0.848 4.829
H2 -1.151 0.490 5.955
H3 -1.227 2.996 6.030
H4 0.457 2.979 5.447
C4 -0.597 -5.233 -4.946
C5 0.728 -4.619 -5.447
O4 0.850 -3.426 -4.685
C6 0.061 -3.559 -3.535
O5 0.101 -2.720 -2.647
O6 -0.840 -4.564 -3.721
H5 -0.542 -6.315 -4.834
H6 -1.388 -4.955 -5.642
H7 0.677 -4.264 -6.476
H8 1.654 -5.120 -5.167
C7 -1.095 4.218 1.421
C8 -0.840 4.764 2.842
O7 -1.462 3.865 3.696
C9 -1.853 2.771 2.964
O8 -2.280 1.748 3.530
O9 -1.576 2.900 1.723
H9 -0.137 4.166 0.904
H10 -1.881 4.767 0.902
H11 -1.440 5.669 2.939
H12 0.226 4.942 2.991
C10 -2.477 4.399 -1.518
C11 -3.135 4.147 -2.836
O10 -2.147 3.401 -3.516
C12 -1.122 3.092 -2.678
O11 -0.259 2.212 -2.888
O12 -1.245 3.822 -1.520
H13 -3.070 3.851 -0.786
H14 -2.441 5.488 -1.477
H15 -3.234 5.025 -3.474
H16 -4.047 3.556 -2.743
C13 3.934 3.541 -2.674
C14 5.066 4.489 -2.124
O13 4.685 4.730 -0.842
C15 3.675 3.969 -0.478
O14 3.157 3.965 0.667
O15 3.217 3.289 -1.471
H17 4.478 2.756 -3.200
H18 3.321 4.045 -3.421
H19 4.975 5.448 -2.633
H20 6.077 4.111 -2.278
C16 2.623 2.438 3.726
C17 3.881 3.156 4.078
O16 4.850 2.305 3.558
C18 4.250 1.167 3.236
O17 4.918 0.173 2.919
O18 2.985 1.199 3.241
H21 2.073 2.899 2.905
H22 2.006 2.245 4.604
H23 4.037 3.357 5.138
H24 4.013 4.117 3.580
C19 -5.645 3.898 1.283
C20 -6.513 2.737 1.927
O19 -5.985 1.594 1.341
C21 -5.368 1.886 0.242
O20 -5.116 1.088 -0.649
O21 -5.222 3.203 0.145
H25 -4.784 4.103 1.918
H26 -6.243 4.789 1.095
H27 -7.594 2.801 1.805
H28 -6.359 2.676 3.005
C22 2.486 -2.376 3.602
C23 3.213 -3.651 3.281
O22 3.552 -4.037 4.535
C24 3.013 -3.302 5.602
O23 3.200 -3.409 6.778
O24 2.254 -2.367 5.007
H29 1.549 -2.258 3.056
H30 3.070 -1.474 3.418
H31 4.174 -3.380 2.844
H32 2.567 -4.305 2.697
C25 -0.972 -2.725 4.204
O25 -0.079 -3.787 4.580
C26 -0.393 -5.021 4.113
O26 -1.219 -5.184 3.261
O27 0.375 -5.932 4.851
C27 0.319 -7.272 4.421
H33 -0.787 -1.907 4.899
H34 -2.013 -3.027 4.315
H35 -0.652 -2.537 3.179
H36 0.350 -7.312 3.332
H37 -0.545 -7.770 4.862
H38 1.218 -7.815 4.712
C28 4.703 0.255 -1.363
O28 5.823 -0.467 -1.171
C29 6.630 -0.700 -2.215
O29 6.474 -0.341 -3.437
O30 7.709 -1.379 -1.795
C30 8.641 -1.868 -2.752
H39 4.037 -0.389 -1.938
H40 5.052 1.146 -1.885
H41 4.338 0.534 -0.374
H42 9.352 -1.073 -2.976
H43 8.183 -2.139 -3.703
H44 9.101 -2.770 -2.347
C31 -2.047 -0.479 -0.758
O31 -1.670 -0.612 0.581
C32 -0.488 -0.100 1.063
O32 -0.183 -0.376 2.246
O33 0.223 0.584 0.132
C33 1.277 1.469 0.444
H45 -1.862 -1.398 -1.314
H46 -1.735 0.376 -1.358
H47 -3.127 -0.339 -0.801
H48 1.744 1.623 -0.529
H49 2.024 1.132 1.163
H50 0.792 2.373 0.812
C34 2.635 0.208 -8.004
O34 1.737 0.208 -6.908
C35 2.269 0.156 -5.641
O35 3.451 0.350 -5.310
O36 1.231 -0.058 -4.876
C36 1.296 -0.186 -3.463
H51 3.349 -0.608 -7.893
H52 3.172 1.156 -8.047
H53 2.090 0.102 -8.942
H54 2.055 -0.868 -3.079
H55 0.271 -0.464 -3.222
H56 1.562 0.768 -3.007
C37 -4.929 0.048 -3.407
O37 -4.338 0.016 -4.646
C38 -3.088 -0.405 -4.707
O38 -2.344 -0.445 -3.697
O39 -2.856 -0.943 -5.906
C39 -1.503 -1.394 -6.054
H57 -4.704 -0.871 -2.866
H58 -6.007 0.179 -3.499
H59 -4.574 0.964 -2.935
H60 -1.278 -1.612 -7.098
H61 -1.486 -2.368 -5.565
H62 -0.860 -0.559 -5.778
C40 -8.245 -4.113 -0.044
O40 -7.048 -4.177 0.745
C41 -6.086 -3.299 0.635
O41 -6.025 -2.372 -0.143
O42 -5.127 -3.599 1.589
C42 -3.858 -2.899 1.590
H63 -8.516 -3.069 -0.199
H64 -9.111 -4.623 0.379
H65 -8.117 -4.647 -0.985
H66 -3.093 -3.260 2.278
H67 -4.058 -1.873 1.898
H68 -3.477 -2.911 0.569

***

[3]
Computed, not measured: 5 unconnected molecules or ions with the total composition C11H29NO6S at a distorted geometry, with ωB97M-V/def2-TZVPD.

Values from the calculation:
Kohn-Sham gap	0.3718	hartree
E_HOMO	-10.205	eV
LUMO	-0.1	eV
structure (SMILES)	CCOS(C)(=O)=O.CC#N.CCO.CCO.CCO

Positions of all 48 atoms, in Å:
C1 -1.864 2.156 1.542
C2 -2.572 2.614 2.798
O1 -3.261 1.466 3.327
S1 -3.245 1.251 4.926
C3 -1.563 0.592 5.155
O2 -3.344 2.547 5.555
O3 -4.188 0.214 5.229
H1 -2.552 1.603 0.904
H2 -1.035 1.476 1.764
H3 -1.406 2.941 0.939
H4 -1.877 3.049 3.519
H5 -3.339 3.367 2.622
H6 -0.879 1.177 4.548
H7 -1.576 -0.458 4.868
H8 -1.326 0.608 6.216
C4 1.041 1.613 -0.893
C5 -0.011 2.275 -1.672
N1 -0.839 2.756 -2.300
H9 1.989 2.103 -1.097
H10 1.097 0.583 -1.240
H11 0.788 1.556 0.161
C6 -0.226 -0.821 -3.718
C7 -1.706 -0.749 -3.353
O4 -2.518 -1.083 -4.462
H12 0.467 -0.854 -2.875
H13 0.036 -0.015 -4.406
H14 -0.011 -1.779 -4.203
H15 -1.934 0.223 -2.914
H16 -1.848 -1.530 -2.599
H17 -2.768 -0.267 -4.908
C8 0.490 -2.464 0.092
C9 0.729 -1.595 1.305
O5 1.939 -0.830 1.128
H18 0.753 -1.953 -0.835
H19 -0.573 -2.708 0.019
H20 1.029 -3.409 0.096
H21 0.879 -2.230 2.189
H22 -0.115 -0.955 1.585
H23 2.085 -0.386 1.970
C10 3.901 -0.645 -2.911
C11 3.663 -2.013 -2.289
O6 3.757 -1.976 -0.875
H24 3.981 -0.714 -3.998
H25 4.827 -0.211 -2.532
H26 3.078 0.018 -2.649
H27 4.328 -2.774 -2.694
H28 2.649 -2.356 -2.551
H29 3.070 -1.416 -0.483

***

no.,calculated total energy (Eh)
1,-2129.72941
2,-4800.80705
3,-1340.82803